No. 1
DFT (the ωB97M-V functional and the def2-TZVPD basis) results for a cluster of 2 separate species, C5H15NO in total.

```
22
Properties=species:S:1:pos:R:3:forces:R:3:nbo_charge:R:1
C 1.600 -1.721 0.979 -0.38 0.34 -0.52 -0.627
C 1.152 -0.519 0.123 0.22 -0.17 -0.06 -0.035
C 0.290 0.475 0.902 0.55 0.64 0.22 -0.218
C 0.216 1.824 0.183 0.23 -0.14 0.06 -0.600
C -1.089 -0.028 1.270 -0.41 -0.19 -0.26 -0.620
N 0.517 -0.862 -1.144 -0.17 -0.04 -0.30 -0.842
H 1.777 -1.387 1.998 0.10 -0.23 0.18 0.208
H 2.508 -2.135 0.559 0.34 -0.08 0.02 0.208
H 0.870 -2.528 0.944 -0.23 0.05 0.26 0.201
H 2.064 0.036 -0.133 -0.05 -0.05 -0.02 0.181
H 0.874 0.698 1.807 -0.24 -0.32 0.07 0.195
H 1.218 2.128 -0.092 0.34 0.13 -0.09 0.206
H -0.338 1.757 -0.745 -0.31 0.04 -0.09 0.212
H -0.167 2.614 0.833 -0.29 -0.11 -0.08 0.203
H -1.139 -1.094 1.477 0.20 -0.16 0.21 0.208
H -1.789 0.143 0.452 -0.03 0.04 -0.18 0.197
H -1.501 0.500 2.121 -0.01 0.12 0.25 0.217
H -0.402 -1.267 -1.024 -0.11 0.03 0.26 0.347
H 1.034 -1.543 -1.684 0.27 0.08 0.07 0.358
H -2.587 1.539 -2.363 0.04 -0.58 -0.56 0.473
H -2.703 0.230 -3.228 -0.10 -0.05 0.31 0.470
O -2.407 1.141 -3.234 0.05 0.65 0.25 -0.942
```
Positions in Å, forces in eV/Å.

Computed properties:
LUMO level = 0.80 eV
energy relative to the best compared isomer or geometry (same formula, charge and spin) = 11.3 kcal per mole
2S+1 = 1
M = 105.18 g/mol
HOMO energy = -9.2 eV
orbital gap = 9.9 eV
calculated total energy = -329.48965 a.u.

***

No. 2
DFT (the ωB97M-V functional and the def2-TZVPD basis) results for a structure of composition C20H50BeN2O4Si2 at a distorted geometry.

```
79
Properties=species:S:1:pos:R:3:forces:R:3:mulliken_charge:R:1
O -3.394 -0.915 -0.677 -1.30 -0.24 1.03 0.568
O -3.435 -5.231 1.732 0.21 -0.22 0.24 -0.329
C -4.708 -0.497 0.027 1.09 -0.54 -0.68 -0.075
C -5.485 0.320 -0.966 -0.01 0.25 -0.19 -1.231
H -4.386 0.069 0.905 0.05 -0.19 -0.24 0.242
H -5.207 -1.417 0.332 0.14 0.21 0.05 0.407
H -4.912 1.217 -1.225 -0.15 -0.20 -0.08 0.302
H -6.439 0.645 -0.540 0.12 -0.10 0.07 0.449
H -5.705 -0.244 -1.881 0.12 0.11 0.23 0.270
C -3.267 -2.255 -1.356 0.07 0.43 0.01 0.956
C -4.439 -3.166 -1.115 -0.19 -0.30 0.28 -1.730
H -2.329 -2.681 -0.984 -0.16 0.21 -0.05 -0.007
H -3.162 -2.021 -2.419 0.09 0.12 0.24 -0.089
H -4.451 -3.568 -0.093 -0.04 0.13 -0.20 0.359
H -4.335 -4.027 -1.786 0.05 0.18 0.08 0.459
H -5.403 -2.694 -1.346 0.25 -0.13 -0.03 0.402
C -2.078 -5.581 1.488 0.30 0.00 -0.08 0.141
C -3.713 -4.792 3.056 -0.22 0.27 0.05 0.122
C -2.012 -6.316 0.161 -0.09 0.10 -0.02 -1.215
H -1.686 -6.240 2.290 -0.27 0.32 -0.17 0.442
H -1.443 -4.672 1.453 -0.21 -0.36 0.09 -0.032
H -2.744 -7.127 0.125 0.05 0.08 0.10 0.314
H -1.022 -6.743 0.006 0.05 0.06 0.00 0.407
H -2.221 -5.636 -0.668 0.00 -0.02 -0.01 0.140
C -5.052 -5.364 3.491 0.06 -0.12 -0.01 -1.395
H -3.768 -3.687 3.056 0.18 -0.26 0.11 -0.023
H -2.927 -5.102 3.769 -0.15 0.10 -0.37 0.452
H -5.847 -5.078 2.798 0.09 -0.01 0.01 0.293
H -5.319 -5.000 4.483 0.01 0.04 0.02 0.407
H -5.008 -6.457 3.531 0.00 0.15 -0.05 0.310
H -2.533 -0.661 -0.103 -0.23 -0.15 -0.12 -0.707
Be -0.524 0.222 -0.178 -0.08 -0.61 0.99 -0.652
C -1.540 -0.418 1.318 0.19 0.07 -0.37 -0.045
Si -0.720 -0.602 3.014 -0.53 -0.07 -0.64 0.363
H -2.391 0.257 1.528 -0.12 -0.35 0.13 0.059
H -1.865 -1.474 1.253 -0.45 0.10 0.03 -0.144
C -2.093 -0.597 4.329 0.08 0.00 -0.01 -1.142
C 0.444 0.786 3.437 0.23 0.30 0.26 -1.054
C 0.136 -2.260 3.124 0.25 -0.09 0.02 -0.784
C -1.042 0.209 -1.869 0.11 0.07 -0.56 -0.302
Si -0.109 -0.874 -3.104 -0.58 0.34 0.63 0.291
H -0.850 1.259 -2.174 -0.03 -0.31 -0.11 0.680
H -2.118 0.068 -2.032 0.30 0.16 -0.19 0.563
C -1.179 -1.095 -4.652 0.14 0.08 -0.17 -1.247
C 0.279 -2.602 -2.478 0.17 -0.24 0.09 -0.842
C 1.497 -0.044 -3.593 0.21 0.11 -0.16 -1.042
H -0.565 -3.094 2.991 0.05 0.16 0.06 0.022
H 0.602 -2.366 4.112 -0.04 -0.06 -0.10 0.412
H 0.916 -2.356 2.358 -0.14 0.06 0.11 0.263
H -2.832 0.196 4.140 0.19 -0.16 0.11 0.296
H -1.633 -0.417 5.313 -0.24 -0.08 -0.15 0.341
H -2.623 -1.561 4.363 0.11 0.25 0.00 0.224
H 0.304 1.667 2.799 0.02 -0.19 0.16 0.212
H 1.483 0.448 3.352 -0.07 0.14 -0.03 0.272
H 0.262 1.077 4.480 0.18 0.04 -0.16 0.459
H -0.602 -3.256 -2.508 0.09 0.02 -0.07 0.211
H 0.684 -2.601 -1.454 -0.20 0.06 -0.39 0.225
H 1.047 -3.045 -3.129 -0.21 -0.04 0.06 0.417
H 2.138 -0.747 -4.141 -0.07 0.17 0.06 0.309
H 2.056 0.322 -2.722 -0.12 -0.11 -0.10 0.169
H 1.292 0.815 -4.245 0.08 -0.12 0.10 0.302
H -0.536 -1.278 -5.525 -0.27 -0.05 0.08 0.355
H -1.774 -0.191 -4.842 0.15 -0.17 -0.03 0.331
H -1.870 -1.943 -4.544 0.14 0.14 -0.07 0.286
C 2.172 3.111 0.386 0.34 0.35 -0.13 -1.746
C 1.431 1.837 0.224 -2.65 -0.05 0.39 0.396
N 0.095 1.781 0.251 2.03 1.49 0.08 0.732
O -0.481 3.057 0.466 -0.56 -0.34 -0.19 -0.617
C 2.029 0.550 0.151 -1.02 -1.65 -0.22 -0.249
C 3.477 0.238 0.239 0.27 0.09 -0.03 -1.607
N 1.088 -0.425 0.067 2.03 0.08 0.14 1.067
O 1.469 -1.649 0.130 -0.28 1.08 0.03 -0.920
H 1.517 3.963 0.189 0.22 -0.18 0.11 0.443
H 3.027 3.148 -0.300 -0.16 -0.06 0.13 0.420
H 2.575 3.188 1.406 -0.15 -0.01 -0.16 0.321
H -1.448 2.929 0.456 0.66 -0.27 -0.10 0.325
H 3.682 -0.473 1.051 -0.08 0.12 -0.19 0.271
H 3.838 -0.216 -0.694 -0.07 -0.02 0.20 0.266
H 4.050 1.155 0.410 -0.01 -0.17 0.02 0.482
```
Positions in Å, forces in eV/Å.

Computed properties:
LUMO level (spin up / spin down) = 0.12 / 0.12 eV
energy relative to the best compared isomer or geometry (same formula, charge and spin) = 13.4 kcal per mole
2S+1 = 1
M = 447.81 g/mol
HOMO energy (spin up / spin down) = -7.0 / -7.0 eV
orbital gap (spin up / spin down) = 7.2 / 7.2 eV
calculated total energy = -1796.14078 a.u.

***

No. 3
DFT (the ωB97M-V functional and the def2-TZVPD basis) results for a cluster of 5 separate species, C35H40F21NO15 in total.

```
112
Properties=species:S:1:pos:R:3:forces:R:3:mulliken_charge:R:1
C -3.742 -0.073 2.033 0.44 -0.56 0.17 -0.121
C -3.266 0.223 0.973 -0.17 0.26 0.10 -0.802
C -2.612 0.556 -0.288 -0.14 -0.15 0.29 -0.413
C -1.436 -0.402 -0.479 0.06 -0.51 -0.54 -0.892
C -0.582 -0.094 -1.727 -0.29 0.47 0.11 -2.076
C 0.821 0.504 -1.469 -0.37 -0.38 -0.16 3.070
C 1.084 1.476 -2.674 0.08 0.03 -0.13 -0.255
F 0.114 2.426 -2.583 -0.03 -0.13 -0.26 -0.347
F 0.871 0.827 -3.851 0.22 -0.09 0.19 -0.385
C 2.407 2.340 -2.807 -0.27 0.29 0.16 0.904
F 3.528 1.731 -2.393 -0.01 -0.31 -0.18 -0.269
F 2.223 3.418 -2.016 0.11 -0.11 0.01 -0.315
C 2.681 2.918 -4.242 0.26 0.19 0.15 0.381
F 3.458 4.009 -4.059 -0.14 -0.03 -0.03 -0.259
F 1.535 3.320 -4.803 -0.07 -0.14 0.02 -0.290
C 3.473 2.009 -5.245 -0.14 0.07 -0.02 0.571
F 3.249 0.718 -5.053 -0.16 -0.37 0.17 -0.204
F 4.779 2.221 -5.117 0.09 -0.01 0.00 -0.212
F 3.108 2.313 -6.485 0.05 0.12 -0.09 -0.269
C 0.936 1.440 -0.269 0.56 -0.08 -0.08 -0.507
O 0.110 2.106 0.254 -0.28 0.24 0.12 -0.561
O 2.256 1.462 0.064 -0.19 -0.03 0.30 -0.509
C 2.784 0.131 -0.054 0.23 -0.17 -0.21 -1.641
C 2.839 -0.414 1.378 -0.01 0.31 0.41 -0.764
C 4.144 -0.019 2.117 -0.19 -0.04 -0.58 -1.772
C 3.882 0.896 3.288 -0.11 0.09 0.18 0.839
F 3.438 2.103 2.836 -0.04 -0.18 0.06 -0.292
F 2.903 0.384 4.086 0.15 0.02 -0.09 -0.369
C 5.107 1.164 4.214 0.09 -0.23 -0.21 0.446
F 4.717 1.475 5.459 -0.01 0.00 -0.04 -0.299
F 5.827 0.014 4.286 -0.08 0.09 0.05 -0.321
C 6.079 2.259 3.699 0.13 0.05 0.34 0.546
F 6.307 2.042 2.394 0.05 -0.01 -0.04 -0.218
F 7.243 2.094 4.358 -0.06 -0.01 -0.06 -0.334
C 5.627 3.760 3.907 -0.02 -0.34 -0.25 0.730
F 6.487 4.389 4.697 0.12 0.12 0.05 -0.269
F 4.421 3.859 4.445 -0.11 0.09 0.12 -0.252
F 5.616 4.355 2.719 -0.09 0.24 0.02 -0.224
C 1.883 -0.598 -1.128 0.71 -0.01 0.08 2.982
C 1.292 -1.905 -0.575 -0.28 0.06 0.35 -1.420
C 2.339 -3.014 -0.363 -0.13 -0.10 0.46 -1.608
C 1.970 -4.300 -1.058 -0.08 -0.11 -0.02 0.694
F 0.925 -4.888 -0.429 0.07 0.06 -0.17 -0.234
F 2.984 -5.179 -1.051 -0.05 0.07 0.03 -0.315
F 1.601 -4.125 -2.342 0.08 -0.08 0.16 -0.237
N 2.721 -0.990 -2.286 -0.68 0.35 0.07 -0.804
C 2.226 -1.563 -3.243 0.53 0.17 -0.07 0.627
O 1.880 -2.111 -4.200 -0.12 -0.02 -0.31 -0.480
H -3.935 -0.544 2.971 -0.35 0.32 -0.05 0.446
H -2.284 1.595 -0.261 0.00 -0.01 -0.16 0.385
H -3.332 0.397 -1.097 0.12 0.26 -0.09 0.378
H -0.850 -0.479 0.434 -0.02 0.22 0.05 0.357
H -1.871 -1.395 -0.631 0.07 -0.03 0.19 0.563
H -1.158 0.594 -2.345 0.07 0.02 0.02 0.858
H -0.470 -0.988 -2.340 0.09 0.03 -0.03 0.307
H 3.796 0.209 -0.446 -0.06 0.09 -0.16 0.870
H 1.994 0.015 1.923 -0.09 -0.11 -0.10 0.499
H 2.725 -1.484 1.455 0.05 -0.16 -0.18 0.452
H 4.676 -0.911 2.433 0.01 0.04 0.21 0.585
H 4.798 0.514 1.428 0.10 0.03 0.11 0.596
H 0.780 -1.710 0.367 0.06 -0.02 -0.01 0.810
H 0.517 -2.287 -1.238 0.08 0.10 -0.12 0.701
H 3.353 -2.728 -0.633 -0.05 0.01 -0.25 0.382
H 2.366 -3.292 0.691 0.08 -0.04 -0.01 0.574
C -7.377 2.823 2.656 0.10 0.10 0.00 -0.684
O -7.390 1.507 2.097 0.01 -0.03 -0.01 -0.210
C -8.547 0.863 2.231 0.03 -0.01 -0.02 0.721
O -9.540 1.293 2.758 -0.03 0.01 0.01 -0.566
O -8.418 -0.343 1.678 0.03 -0.02 -0.04 -0.241
C -9.597 -1.148 1.734 -0.10 -0.18 -0.08 -0.696
H -6.380 3.211 2.469 0.01 -0.05 -0.02 0.207
H -8.119 3.454 2.171 -0.05 -0.02 0.03 0.303
H -7.566 2.786 3.727 -0.06 0.00 0.00 0.313
H -10.413 -0.670 1.195 -0.03 0.05 0.07 0.300
H -9.895 -1.330 2.765 -0.02 0.08 0.01 0.348
H -9.349 -2.088 1.250 0.11 0.04 -0.03 0.194
C -8.952 -0.510 -2.175 -0.05 0.17 0.08 -0.620
O -8.690 -1.865 -1.800 -0.03 -0.01 0.04 -0.219
C -8.136 -2.603 -2.760 -0.01 -0.02 0.05 0.755
O -7.853 -2.226 -3.866 0.01 0.01 -0.03 -0.540
O -7.947 -3.834 -2.283 0.00 0.00 0.02 -0.311
C -7.356 -4.740 -3.218 0.03 -0.12 0.00 -0.635
H -9.392 -0.037 -1.302 0.01 -0.07 0.04 0.125
H -8.028 0.001 -2.439 0.01 -0.04 -0.06 0.315
H -9.650 -0.469 -3.009 0.05 -0.03 -0.05 0.327
H -6.373 -4.389 -3.524 -0.02 0.04 -0.04 0.289
H -7.992 -4.858 -4.093 0.02 0.05 -0.03 0.295
H -7.265 -5.688 -2.695 -0.02 0.02 0.04 0.220
C 7.972 5.316 0.730 0.14 0.10 0.09 -0.555
O 8.027 5.427 -0.696 -0.02 -0.02 -0.01 -0.351
C 7.434 4.419 -1.333 0.07 -0.01 -0.03 0.803
O 6.899 3.473 -0.813 -0.04 -0.01 0.01 -0.551
O 7.541 4.629 -2.643 0.01 0.01 0.01 -0.371
C 6.938 3.612 -3.450 -0.01 0.00 -0.10 -0.360
H 8.490 6.184 1.127 0.03 0.03 -0.11 0.278
H 6.943 5.317 1.068 -0.07 -0.06 0.00 0.217
H 8.473 4.406 1.058 -0.06 -0.03 0.01 0.279
H 5.873 3.545 -3.245 0.02 -0.01 0.06 0.023
H 7.410 2.648 -3.268 -0.02 -0.01 0.04 0.316
H 7.098 3.915 -4.480 0.02 0.05 0.02 0.267
C -0.871 -4.030 4.934 0.05 0.05 0.10 -0.705
O -1.232 -3.624 3.610 0.01 0.01 -0.02 -0.179
C -1.860 -4.564 2.901 0.02 0.08 -0.04 0.640
O -2.122 -5.675 3.279 -0.02 -0.04 0.01 -0.553
O -2.140 -4.057 1.701 -0.07 0.00 0.03 -0.138
C -2.797 -4.967 0.814 0.05 -0.01 -0.32 -0.727
H -0.377 -3.174 5.382 -0.01 0.03 -0.04 0.210
H -1.756 -4.292 5.509 -0.01 -0.05 -0.02 0.303
H -0.190 -4.879 4.902 -0.04 -0.04 -0.01 0.305
H -3.765 -5.286 1.192 0.05 0.02 0.19 0.327
H -2.166 -5.835 0.629 -0.03 -0.04 0.05 0.323
H -2.940 -4.418 -0.113 0.03 0.04 0.02 0.195
```
Positions in Å, forces in eV/Å.

Computed properties:
LUMO level = 0.21 eV
2S+1 = 1
M = 1113.65 g/mol
HOMO energy = -10.0 eV
orbital gap = 10.2 eV
calculated total energy = -4638.25557 a.u.

***

No. 4
DFT (the ωB97M-V functional and the def2-TZVPD basis) results for a structure of composition C14H20PdS2 at a distorted geometry.

```
37
Properties=species:S:1:pos:R:3:forces:R:3:nbo_charge:R:1
Pd 0.600 -0.098 0.410 1.73 1.15 -0.40 0.475
C -3.556 1.781 -2.294 0.24 -0.03 -0.08 -0.604
C -2.487 0.728 -2.587 -0.09 0.06 -0.11 -0.243
C -3.077 -0.328 -3.524 0.17 0.14 0.05 -0.597
C -1.940 0.098 -1.318 -0.21 -0.03 0.03 -0.074
C -2.104 0.702 -0.069 0.24 -0.28 -0.24 -0.094
C -1.699 0.074 1.113 -0.09 -0.15 0.20 -0.299
C -1.135 -1.216 1.092 -0.32 -0.42 0.38 -0.046
C -0.829 -1.961 2.371 0.22 0.07 0.03 -0.632
C -0.899 -1.797 -0.173 -0.21 -0.28 0.05 -0.305
C -1.308 -1.149 -1.345 -0.04 0.26 0.23 -0.131
H -4.038 2.086 -3.218 -0.03 0.05 -0.09 0.217
H -3.136 2.673 -1.838 0.01 0.11 0.11 0.211
H -4.317 1.373 -1.633 -0.17 -0.02 0.09 0.206
H -1.661 1.222 -3.113 0.01 -0.02 0.03 0.217
H -3.816 -0.925 -2.997 -0.14 -0.12 0.04 0.207
H -2.316 -0.990 -3.926 0.05 -0.13 -0.05 0.206
H -3.562 0.157 -4.367 -0.05 0.02 -0.10 0.215
H -2.578 1.666 0.015 -0.04 0.13 -0.04 0.220
H -1.934 0.534 2.069 0.19 -0.01 -0.13 0.239
H 0.206 -1.780 2.696 -0.32 -0.06 -0.11 0.247
H -0.950 -3.033 2.228 -0.04 -0.02 0.02 0.223
H -1.490 -1.631 3.171 -0.03 -0.04 0.02 0.223
H -0.522 -2.815 -0.230 0.09 0.22 0.02 0.244
H -1.158 -1.663 -2.282 0.05 0.00 -0.10 0.228
C 5.064 -0.640 1.114 0.00 0.04 -0.05 -0.644
C 3.687 -0.070 0.937 -0.09 2.13 1.64 -0.226
S 2.736 -0.854 -0.262 -1.90 0.25 0.13 -0.053
C 3.251 1.021 1.650 1.59 -1.83 -0.97 -0.221
C 4.109 1.725 2.658 -0.22 -0.02 -0.06 -0.641
S 1.699 1.732 1.427 -1.28 -1.09 -0.74 -0.073
H 5.191 -1.492 0.452 0.14 -0.12 -0.01 0.222
H 5.209 -0.974 2.141 0.11 -0.11 0.03 0.218
H 5.827 0.101 0.878 0.14 -0.02 -0.02 0.216
H 5.085 1.262 2.745 0.13 0.02 0.04 0.217
H 3.620 1.709 3.631 0.04 0.01 0.16 0.215
H 4.231 2.770 2.379 0.11 0.16 -0.01 0.218
```
Positions in Å, forces in eV/Å.

Computed properties:
LUMO level (spin up / spin down) = -1.31 / -1.30 eV
2S+1 = 1
M = 358.87 g/mol
HOMO energy (spin up / spin down) = -6.4 / -6.4 eV
orbital gap (spin up / spin down) = 5.1 / 5.2 eV
calculated total energy = -1469.69881 a.u.